{
  "formula": "C34H64BF6N6O8P4S",
  "method": "the ωB97M-V functional and the def2-TZVPD basis",
  "fmax_ev_per_a": 6.97,
  "charge": -1,
  "homo_ha": -0.154,
  "gap_ev": 5.14,
  "lumo_ev": 0.94,
  "symbols": ["N", "H", "H", "F", "H", "C", "O", "C", "H", "H", "H", "O", "H", "H", "H", "H", "C", "H", "H", "C", "H", "H", "C", "H", "C", "C", "C", "H", "H", "C", "C", "O", "H", "C", "C", "H", "H", "C", "H", "C", "H", "C", "H", "H", "C", "F", "H", "H", "H", "C", "H", "H", "S", "N", "H", "H", "H", "H", "N", "O", "P", "H", "H", "H", "H", "O", "O", "C", "H", "C", "H", "P", "F", "H", "F", "H", "C", "C", "H", "H", "H", "H", "H", "H", "C", "H", "H", "F", "H", "O", "H", "C", "P", "B", "H", "N", "F", "H", "H", "H", "C", "C", "N", "N", "H", "H", "C", "C", "C", "H", "H", "C", "H", "C", "H", "P", "C", "C", "H", "O", "C", "H", "H", "C"],
  "coordinates": [[4.612403, -1.723077, -4.597759], [4.567421, -5.198866, -4.641031], [2.356555, -5.505595, -3.083598], [-7.167910, 0.788074, 2.874068], [-4.280150, 8.099269, -0.211620], [3.713428, -4.838347, -5.223329], [-1.082794, 0.356942, 5.984967], [-0.700478, 5.468760, 2.420207], [-0.541652, 6.195971, -2.100038], [4.359676, -1.775526, -7.049148], [1.375153, -4.046647, -2.951252], [-3.028553, 6.037300, -1.212847], [-2.009614, 3.449420, 0.094710], [0.601218, -2.492286, -5.338598], [5.727519, 0.080184, -4.529939], [-0.645131, -4.437088, 6.501459], [-3.768496, 0.168822, -1.388728], [-0.592807, 8.689769, -0.860438], [0.498784, -5.537628, 3.909882], [-3.368581, 8.683573, -0.060332], [0.514509, 6.651229, -0.740329], [6.431120, -2.487697, 0.071439], [6.626024, -1.607170, 0.787447], [0.233851, 5.634948, 1.878637], [-1.934224, 0.192138, 0.744409], [1.896172, -4.695981, -3.659901], [-1.459114, -0.969176, 3.294893], [-0.163241, 0.006639, 6.149231], [-0.933569, 4.399831, 2.424675], [-5.276645, 0.131827, -1.838719], [-6.516539, 0.002270, -0.853845], [-0.185771, -1.658948, 3.560862], [2.657914, -0.876308, 3.261364], [-4.703639, 0.008037, 1.150781], [-7.314003, -0.221152, 1.854176], [-3.005092, 5.780108, 3.541434], [-1.710609, 3.820978, -1.610105], [1.183951, -2.171723, -6.206789], [2.875656, -1.498995, -7.907958], [-1.711083, -2.884351, -0.292982], [-3.385017, -2.391501, 1.266899], [3.344230, -1.392025, -6.923037], [1.132268, -5.120679, -4.321213], [-2.378974, 2.418602, 3.623396], [-0.521856, -6.089175, 1.984008], [-1.794808, 1.527384, 1.265138], [6.711498, -1.994815, -4.576824], [-7.610972, -0.030400, -1.209146], [-0.486810, 5.767655, 3.452594], [-2.758178, 6.622772, 2.887568], [0.695271, 5.095457, -1.469290], [-1.118679, 9.581371, 0.570725], [0.275876, 1.735505, 3.760435], [-1.008247, 5.290706, -0.228893], [-2.917967, 0.255380, -2.171892], [-0.000091, -5.982634, 0.965670], [-1.659753, -5.908420, 1.799529], [-4.435558, -0.040459, 2.283567], [-2.214590, 7.828786, 0.158716], [5.304603, -1.578476, 2.874536], [3.038241, -2.296303, -4.191239], [-0.433739, -7.130486, 2.461429], [-0.212816, 8.108247, 0.778597], [-3.542162, 9.320809, 0.814539], [3.574517, -2.471844, 1.177906], [-0.128206, -1.309240, 1.297928], [-2.660568, 1.595471, 4.100067], [-3.456766, 0.114725, 0.152134], [0.803382, -1.190410, -6.508372], [4.891489, -0.407240, -4.010452], [5.821063, -3.338633, -5.198216], [-2.435716, 6.152637, 0.206812], [-8.656109, -0.324132, 1.366234], [-3.394337, -2.282402, 3.611924], [-2.515963, -4.080444, -0.646272], [-3.127905, -0.897993, 4.799646], [-6.201144, -0.069844, 0.687493], [2.089700, -1.004169, 2.247963], [-1.968345, -2.110258, -1.127035], [3.156177, -5.717579, -5.567601], [7.479903, -1.930809, 1.507983], [2.699348, -4.794671, 4.159309], [4.082316, -4.354242, -6.131311], [-1.880390, -3.234580, 1.906985], [-1.519819, -1.028531, 1.689840], [-2.359905, 7.440478, 3.497214], [5.831681, -3.034474, -3.443759], [-7.033765, -1.499654, 2.508825], [-3.695015, 6.976953, 2.447820], [3.379920, -2.391271, -2.691633], [0.987481, -2.890707, -7.008921], [2.794788, -3.901979, 3.425158], [-1.221500, 0.626014, 4.270994], [0.716833, -1.895624, 2.391652], [-0.617018, -3.226097, -0.335001], [2.883293, -3.961568, -4.434687], [-1.086905, 0.161024, -0.456047], [-0.961117, -4.456435, 3.462950], [5.136985, -0.478794, -2.943995], [6.975311, -0.644516, 0.241945], [-2.228273, -2.413891, 1.151029], [-1.911604, -2.667965, 5.369152], [2.613505, -2.138609, -5.911835], [-1.788158, 6.254245, 1.860669], [2.576353, -1.312433, 0.002170], [2.927438, -2.960042, 4.090534], [-1.293293, 3.895632, -0.598262], [-0.005288, -4.936392, 3.044631], [-2.578430, -1.744585, 4.208339], [-3.237860, 9.319967, -0.942636], [4.025585, 0.252173, -4.113365], [-1.177799, -3.500125, 6.079784], [3.384792, -0.324183, -6.687483], [-0.980650, 8.575358, 0.156862], [-5.514197, 0.205742, -2.965268], [1.247345, -3.738518, 2.275110], [3.072774, -1.449146, 1.043953], [-0.061929, 5.837974, -1.184620], [1.743826, 0.078364, 1.973640], [4.195851, -0.453079, 1.054349], [5.306783, -1.183019, 1.648677], [-0.381676, 3.285924, -0.550042], [3.743710, -4.074918, 2.768026], [5.784089, -2.564462, -4.430002]],
  "forces_ev_per_a": [[1.19, 1.22, -0.88], [0.07, -0.06, 0.00], [-0.06, -0.02, 0.04], [-0.96, -2.71, -2.79], [0.20, -0.04, -0.09], [-0.20, 0.29, -0.63], [-0.21, -0.57, -2.78], [0.33, -0.64, 0.03], [-0.02, 0.05, -0.15], [-0.12, 0.14, 0.37], [0.22, -0.02, -0.02], [-3.08, -1.12, 2.24], [-0.01, 0.07, -0.06], [0.15, -0.04, -0.03], [-0.10, -0.20, -0.02], [-1.27, 2.43, -0.78], [-2.84, -0.12, 2.88], [0.07, 0.03, -0.05], [-0.84, 1.33, -1.33], [-0.09, -0.29, -0.42], [-0.13, 0.11, -0.07], [0.00, 1.64, 0.95], [-0.13, 1.10, 0.26], [-0.34, -0.17, -0.22], [-1.05, 1.04, -2.15], [0.14, 0.16, 0.50], [1.60, -2.19, 1.72], [-1.22, 0.42, -0.53], [0.31, -0.03, 0.08], [0.13, -0.23, 2.83], [3.94, 0.18, 1.77], [-1.95, 1.37, 0.63], [-0.61, -0.47, -1.96], [0.06, -0.02, -2.54], [1.01, -1.36, 0.16], [0.02, 0.04, 0.00], [-0.07, 0.01, 0.04], [-0.25, -0.35, -0.06], [-0.43, -0.06, 0.26], [-1.08, 0.01, -0.44], [1.89, -0.06, -0.74], [0.36, 0.50, -0.12], [0.06, -0.14, -0.06], [0.02, -1.15, 0.64], [-0.92, 0.83, 0.29], [-0.01, -2.87, -0.66], [-0.34, 0.21, 0.11], [2.12, 0.06, 0.50], [-0.50, 0.10, 0.02], [-0.12, 0.39, 0.10], [-0.38, -0.13, 0.17], [-0.19, -0.07, 0.00], [-0.02, -0.21, -0.11], [1.16, -1.25, 0.20], [-1.74, -0.17, 1.62], [-0.62, -0.43, 1.64], [1.93, -0.40, 0.18], [-0.72, 0.16, -2.19], [-1.14, 1.51, 0.15], [-0.33, 2.11, -5.59], [5.79, -3.87, -0.40], [0.07, 1.46, -0.98], [-0.06, -0.14, -0.11], [0.09, 0.15, -0.01], [-1.26, 1.31, -0.39], [-2.26, 0.58, 0.29], [1.73, -1.45, 0.27], [-3.86, -0.03, -1.17], [0.00, -0.03, 0.00], [-0.18, -0.02, -0.07], [-0.10, -0.10, 0.13], [5.59, 2.15, -3.50], [3.42, 0.74, 1.52], [1.45, 0.40, 0.92], [1.05, 1.62, 0.56], [0.63, -1.61, -1.01], [2.70, 0.70, -2.14], [0.99, 1.22, 0.03], [0.64, -1.39, 1.58], [-0.13, 0.09, 0.13], [-1.83, 0.64, -1.06], [0.04, 1.31, -1.37], [0.05, 0.12, 0.12], [-0.46, 1.50, -1.32], [2.25, -2.13, -2.04], [0.05, -0.12, 0.09], [0.05, -0.07, 0.11], [-1.02, 3.26, -1.25], [0.12, 0.01, -0.07], [-3.42, 2.06, -0.05], [0.01, 0.12, -0.07], [0.51, 0.08, 0.77], [0.20, 2.80, 0.92], [-0.45, 1.96, -0.09], [-1.74, 0.74, 0.34], [-1.24, -1.16, 0.31], [-1.92, 0.29, 2.72], [1.64, -0.44, -0.41], [-0.11, 0.06, -0.01], [-0.58, -1.83, 0.52], [-0.22, -0.47, 1.38], [3.73, -4.14, 1.79], [-1.48, 1.62, 0.68], [-1.88, -1.20, 0.51], [0.85, -0.53, 1.90], [-0.01, -1.57, -1.27], [-0.09, 0.06, 0.20], [-0.71, -1.75, 0.38], [-0.26, 0.48, 1.84], [-0.06, 0.07, -0.02], [-0.06, 0.01, 0.07], [-4.00, 3.39, -4.06], [0.16, 0.02, -0.20], [0.18, -0.18, 0.67], [0.48, -0.17, 2.10], [0.64, -1.95, 0.12], [-0.97, 0.70, 0.77], [0.15, 0.46, 0.05], [0.67, -1.90, 0.42], [3.23, -2.67, 0.83], [0.07, -1.38, 3.80], [-0.11, 0.22, 0.09], [-1.67, 0.43, 1.34], [0.01, -0.47, -0.14]]
}